[1]
Below is a cluster of 2 separate species, C10H13O3 in total in a non-equilibrium geometry, with properties calculated with ωB97M-V with the def2-TZVPD basis set.

Summary:
ΔE to the lowest compared entry with this formula, charge and spin: 70.5 kcal per mole
Net charge: -1
HOMO level: -2.4881 eV
LUMO energy: 3.42 eV
Maximum force: 5.36 eV/A
DFT total energy: -16722.72610 eV

Cartesian coordinates (Å):
C 4.046 -1.209 0.355
C 0.596 1.186 -0.595
C 1.872 1.761 -0.304
C 0.449 -0.219 -0.358
C 2.937 0.958 0.076
C 1.562 -1.038 -0.104
C 2.789 -0.414 0.122
O -0.395 1.837 -0.945
H -2.036 1.931 1.987
H 2.039 2.791 -0.411
H -0.562 -0.613 -0.368
H 3.874 1.334 0.428
H 1.489 -2.064 0.061
H 4.742 -1.320 -0.502
H 3.879 -2.196 0.719
H 4.770 -0.638 1.060
C -2.956 0.280 -0.413
C -3.595 -1.028 -0.901
C -3.033 0.346 1.083
O -3.870 0.027 1.910
O -1.974 1.178 1.493
H -2.020 0.332 -0.772
H -3.428 1.105 -0.962
H -2.912 -1.818 -1.153
H -4.430 -0.945 -1.580
H -3.833 -1.564 0.075


[2]
Below is a cluster of 11 separate species, C78H181N11O18 in total in a non-equilibrium geometry, with properties calculated with ωB97M-V with the def2-TZVPD basis set.

Summary:
ΔE to the lowest compared entry with this formula, charge and spin: 125.0 kcal per mole
SMILES string: CC1(C)CCCC(C)(C)N1O.CC1(C)CCCC(C)(C)N1O.CC1(C)CCCC(C)(C)N1O.CC1(C)CCCC(C)(C)N1O.COCCNCCOC.COCCNCCOC.COCCNCCOC.COCCNCCOC.COCCNCCOC.COCCNCCOC.COCCNCCOC
HOMO level: -7.8374 eV
LUMO energy: 0.36 eV
Maximum force: 3.27 eV/A
DFT total energy: -137046.22870 eV

Cartesian coordinates (Å):
C -1.466 -0.403 9.920
C -0.995 0.056 8.529
C -0.061 1.218 8.819
C -0.112 -1.097 7.943
C 0.044 -0.948 6.449
C -1.302 -0.786 5.707
C -2.170 0.411 6.215
C -1.487 1.664 5.693
C -3.640 0.276 5.699
N -2.172 0.468 7.686
O -2.967 1.446 8.278
H -0.622 -0.737 10.523
H -1.947 0.374 10.515
H -2.213 -1.181 9.759
H -0.692 2.038 9.162
H 0.720 1.021 9.553
H 0.362 1.624 7.900
H 0.900 -1.040 8.342
H -0.409 -2.123 8.162
H 0.689 -0.098 6.227
H 0.512 -1.891 6.165
H -1.894 -1.700 5.646
H -0.935 -0.567 4.704
H -0.448 1.772 6.006
H -1.959 2.565 6.085
H -1.432 1.569 4.609
H -4.191 -0.530 6.184
H -3.757 0.003 4.650
H -4.130 1.243 5.822
H -3.728 0.965 8.609
C -2.698 0.325 1.506
C -2.011 0.488 0.174
C -2.774 -0.177 -0.996
C -2.132 1.998 -0.211
C -1.053 2.862 0.401
C 0.383 2.265 0.248
C 0.538 0.815 0.754
C 1.907 0.240 0.284
C 0.506 0.719 2.313
N -0.590 0.066 0.067
O -0.382 -1.352 0.164
H -3.765 0.178 1.341
H -2.301 -0.544 2.032
H -2.550 1.135 2.220
H -3.749 0.249 -1.231
H -2.141 -0.295 -1.876
H -3.026 -1.206 -0.742
H -2.063 2.127 -1.291
H -3.056 2.549 -0.033
H -0.905 3.837 -0.064
H -1.384 3.065 1.419
H 1.096 2.880 0.799
H 0.554 2.307 -0.827
H 2.119 -0.757 0.669
H 2.664 0.938 0.641
H 2.050 0.315 -0.794
H -0.327 1.320 2.678
H 1.472 1.094 2.653
H 0.429 -0.338 2.568
H 0.253 -1.429 -0.551
C -5.842 -5.068 0.454
C -5.919 -3.844 1.441
C -4.469 -3.267 1.744
C -6.616 -2.700 0.624
C -7.022 -1.556 1.483
C -7.925 -2.070 2.628
C -7.136 -3.028 3.621
C -6.056 -2.230 4.415
C -8.082 -3.507 4.751
N -6.662 -4.100 2.701
O -6.064 -5.125 3.447
H -6.820 -5.360 0.072
H -5.330 -4.885 -0.491
H -5.426 -5.987 0.866
H -3.629 -3.587 1.127
H -4.394 -2.182 1.817
H -4.177 -3.676 2.712
H -6.007 -2.247 -0.159
H -7.500 -3.080 0.112
H -6.199 -1.044 1.982
H -7.619 -0.859 0.895
H -8.659 -2.730 2.166
H -8.479 -1.254 3.092
H -5.270 -1.825 3.777
H -5.706 -2.723 5.322
H -6.509 -1.347 4.865
H -8.301 -2.862 5.602
H -7.703 -4.393 5.260
H -9.058 -3.716 4.315
H -6.815 -5.722 3.486
C 3.622 -0.520 6.338
C 4.332 -1.230 5.149
C 4.956 -2.525 5.701
C 3.209 -1.444 4.212
C 3.684 -1.866 2.856
C 4.674 -0.831 2.278
C 5.838 -0.412 3.146
C 6.940 -1.536 2.964
C 6.460 0.966 2.677
N 5.391 -0.385 4.518
O 6.418 -0.060 5.386
H 2.870 -1.118 6.852
H 4.330 -0.283 7.133
H 3.067 0.370 6.042
H 5.403 -3.152 4.930
H 5.782 -2.291 6.373
H 4.188 -3.129 6.184
H 2.560 -2.284 4.461
H 2.648 -0.513 4.127
H 4.163 -2.840 2.755
H 2.825 -1.935 2.188
H 4.261 0.099 1.890
H 5.039 -1.224 1.329
H 7.532 -1.435 2.055
H 6.643 -2.580 2.863
H 7.741 -1.623 3.697
H 5.698 1.744 2.623
H 6.851 0.913 1.661
H 7.248 1.335 3.333
H 6.367 0.860 5.658
C -6.375 -1.341 -9.236
O -5.962 -2.454 -8.459
C -6.975 -3.344 -8.250
C -6.504 -4.277 -7.158
N -6.763 -3.788 -5.782
C -5.929 -4.396 -4.718
C -5.927 -3.531 -3.428
O -5.594 -2.165 -3.661
C -4.180 -1.944 -3.668
H -5.496 -0.766 -9.525
H -6.932 -0.678 -8.573
H -6.886 -1.681 -10.136
H -7.065 -3.912 -9.176
H -7.925 -2.847 -8.055
H -5.441 -4.512 -7.214
H -6.958 -5.255 -7.318
H -6.776 -2.779 -5.735
H -4.896 -4.495 -5.050
H -6.166 -5.434 -4.484
H -5.325 -4.064 -2.692
H -6.902 -3.560 -2.943
H -3.539 -2.475 -4.372
H -3.796 -2.141 -2.667
H -4.039 -0.868 -3.772
C 3.872 4.442 1.178
O 4.195 5.541 2.063
C 4.756 6.782 1.586
C 5.504 7.534 2.691
N 6.720 6.832 3.114
C 7.491 7.548 4.123
C 8.538 6.550 4.799
O 7.775 5.580 5.574
C 8.509 4.379 5.559
H 4.799 4.079 0.733
H 3.310 4.935 0.385
H 3.250 3.698 1.676
H 3.929 7.360 1.174
H 5.583 6.501 0.934
H 4.900 7.745 3.574
H 5.869 8.502 2.349
H 6.642 5.839 3.284
H 6.732 7.859 4.842
H 7.885 8.424 3.607
H 9.284 7.116 5.358
H 9.022 6.111 3.926
H 8.549 4.009 4.534
H 8.104 3.617 6.225
H 9.443 4.502 6.106
C -1.886 5.170 -2.781
O -3.013 4.857 -3.607
C -3.844 3.919 -2.967
C -5.139 3.608 -3.682
N -6.324 4.361 -3.282
C -6.985 4.243 -1.979
C -7.635 2.838 -1.791
O -6.641 1.987 -1.119
C -6.883 0.623 -1.412
H -1.424 6.093 -3.130
H -1.182 4.338 -2.819
H -2.190 5.338 -1.747
H -4.040 4.302 -1.966
H -3.220 3.064 -2.709
H -5.149 2.521 -3.759
H -4.910 4.059 -4.647
H -6.435 5.182 -3.859
H -7.805 4.961 -1.981
H -6.277 4.485 -1.186
H -8.001 2.356 -2.698
H -8.510 3.023 -1.168
H -6.106 0.097 -0.857
H -6.760 0.333 -2.456
H -7.846 0.341 -0.989
C -6.682 -8.086 -5.947
O -5.527 -7.486 -5.552
C -4.499 -7.576 -6.594
C -3.300 -6.654 -6.359
N -2.724 -6.448 -4.990
C -1.804 -5.358 -5.033
C -1.212 -5.265 -3.590
O -2.196 -4.878 -2.696
C -1.640 -4.724 -1.447
H -6.596 -9.026 -6.493
H -7.259 -7.457 -6.624
H -7.469 -8.227 -5.207
H -4.853 -7.336 -7.596
H -4.326 -8.647 -6.694
H -3.653 -5.733 -6.822
H -2.561 -6.949 -7.104
H -3.463 -6.360 -4.308
H -2.275 -4.410 -5.291
H -1.067 -5.684 -5.767
H -0.393 -4.547 -3.620
H -0.773 -6.197 -3.231
H -0.982 -5.502 -1.058
H -2.509 -4.751 -0.791
H -1.148 -3.756 -1.355
C 6.920 8.623 -0.996
O 5.706 8.889 -0.252
C 4.866 9.894 -0.944
C 3.556 10.069 -0.264
N 2.591 9.026 -0.597
C 1.283 9.330 -0.102
C 0.446 8.060 -0.063
O 1.077 7.127 0.852
C 0.626 5.795 0.885
H 7.468 7.803 -0.533
H 7.580 9.480 -1.126
H 6.649 8.291 -1.998
H 4.786 9.648 -2.002
H 5.394 10.847 -0.912
H 3.012 11.003 -0.409
H 3.683 10.069 0.819
H 2.902 8.284 0.013
H 0.725 10.078 -0.665
H 1.477 9.744 0.888
H 0.501 7.665 -1.077
H -0.559 8.388 0.204
H 1.015 5.254 1.747
H 0.901 5.323 -0.059
H -0.456 5.712 0.985
C 7.555 -2.968 -0.902
O 6.643 -3.971 -1.377
C 6.367 -3.939 -2.824
C 5.207 -4.944 -3.245
N 4.306 -5.121 -2.132
C 3.743 -3.962 -1.550
C 2.575 -3.504 -2.453
O 1.914 -2.342 -1.901
C 1.097 -1.602 -2.834
H 6.999 -2.085 -0.585
H 8.314 -2.744 -1.652
H 8.151 -3.266 -0.039
H 7.252 -4.153 -3.424
H 6.092 -2.902 -3.018
H 5.649 -5.928 -3.399
H 4.743 -4.760 -4.214
H 4.894 -5.554 -1.434
H 4.454 -3.150 -1.400
H 3.334 -4.252 -0.582
H 1.866 -4.308 -2.649
H 2.973 -3.222 -3.428
H 0.908 -0.554 -2.601
H 0.047 -1.896 -2.844
H 1.514 -1.656 -3.839
C 4.120 -4.344 -7.095
O 4.984 -3.249 -6.880
C 4.520 -2.049 -7.382
C 5.741 -1.068 -7.397
N 5.878 -0.101 -6.246
C 6.017 -0.843 -4.966
C 6.451 0.226 -3.907
O 6.316 -0.309 -2.584
C 5.036 -0.031 -1.905
H 4.586 -5.172 -7.629
H 3.268 -4.127 -7.739
H 3.720 -4.588 -6.111
H 3.762 -1.666 -6.699
H 4.134 -2.093 -8.400
H 5.563 -0.427 -8.261
H 6.660 -1.598 -7.647
H 5.128 0.557 -6.089
H 6.743 -1.655 -5.019
H 5.018 -1.189 -4.699
H 5.920 1.164 -4.067
H 7.471 0.563 -4.094
H 5.071 1.036 -1.684
H 4.840 -0.542 -0.962
H 4.203 -0.315 -2.548


[3]
Below is a structure of composition C50H55IN6O3P2Sn in a non-equilibrium geometry, with properties calculated with ωB97M-V with the def2-TZVPD basis set.

Summary:
ΔE to the lowest compared entry with this formula, charge and spin: 68.0 kcal per mole
Net charge: +2
HOMO level: -12.1980 eV
LUMO energy: -4.32 eV
Maximum force: 1.02 eV/A
DFT total energy: -100322.70494 eV

Cartesian coordinates (Å):
Sn -0.049 -1.199 -0.525
N -1.899 -3.203 -0.652
C -2.305 -3.639 -1.990
C -1.079 -3.814 -2.883
N -0.224 -2.630 -2.924
C -0.485 -1.701 -4.023
C -1.514 -0.639 -3.648
N -1.062 0.069 -2.454
H -1.412 -3.977 -0.208
H -2.723 -3.022 -0.084
H -2.977 -2.891 -2.408
H -2.839 -4.597 -1.963
H -1.412 -4.099 -3.888
H -0.489 -4.638 -2.479
H 0.730 -2.958 -3.030
H -0.817 -2.225 -4.928
H 0.449 -1.184 -4.251
H -2.479 -1.101 -3.442
H -1.640 0.042 -4.502
H -1.771 0.748 -2.185
H -0.211 0.590 -2.680
O -0.805 2.391 1.656
C 0.220 3.283 1.851
C 0.043 4.617 2.208
C 1.143 5.410 2.482
C 2.422 4.887 2.386
C 2.600 3.601 1.913
C 1.507 2.792 1.615
P 1.689 1.210 0.672
C 2.841 0.287 1.748
C 3.803 -0.570 1.217
C 4.674 -1.251 2.048
C 4.568 -1.115 3.422
C 3.571 -0.319 3.961
C 2.708 0.374 3.130
C 2.816 1.997 -0.546
C 2.097 2.755 -1.629
C 2.966 3.774 -2.409
C 4.417 3.776 -2.069
C 4.965 2.928 -1.202
C 4.146 2.054 -0.404
C -1.939 2.413 2.427
C -2.160 3.191 3.559
C -3.390 3.155 4.193
C -4.402 2.326 3.736
C -4.149 1.476 2.678
C -2.924 1.510 2.024
P -2.544 0.306 0.702
C -3.831 0.763 -0.509
C -4.340 2.058 -0.577
C -5.290 2.382 -1.531
C -5.727 1.425 -2.433
C -5.184 0.150 -2.407
C -4.229 -0.173 -1.461
C -3.231 -1.124 1.628
C -4.393 -1.837 1.364
C -4.785 -2.858 2.218
C -4.030 -3.167 3.337
C -2.862 -2.466 3.599
C -2.467 -1.456 2.746
H -0.947 5.044 2.245
H 0.998 6.438 2.779
H 3.278 5.494 2.636
H 3.599 3.222 1.767
H 3.893 -0.681 0.146
H 5.451 -1.871 1.624
H 5.272 -1.618 4.068
H 3.488 -0.217 5.033
H 1.933 0.997 3.551
H 1.234 3.260 -1.175
H 2.559 4.781 -2.278
H 5.019 4.479 -2.622
H 6.023 2.944 -0.998
H 4.640 1.497 0.376
H -1.380 3.815 3.963
H -3.559 3.789 5.049
H -5.366 2.321 4.218
H -4.905 0.777 2.350
H -4.009 2.805 0.131
H -5.697 3.382 -1.566
H -6.495 1.671 -3.149
H -5.506 -0.587 -3.126
H -3.786 -1.160 -1.442
H -5.018 -1.581 0.521
H -5.699 -3.399 2.024
H -4.360 -3.938 4.016
H -2.279 -2.689 4.481
H -1.574 -0.879 2.951
O 2.192 -0.822 -1.931
C 2.939 -0.281 -3.010
C 2.622 1.168 -3.256
C 3.363 1.992 -3.986
C 2.875 3.410 -3.945
C 1.417 3.412 -4.277
C 0.738 2.545 -3.544
N 1.489 1.761 -2.587
H 2.564 -1.678 -1.692
H 2.739 -0.849 -3.932
H 4.011 -0.351 -2.788
H 4.257 1.717 -4.513
H 3.464 4.096 -4.548
H 1.000 4.070 -5.021
H -0.332 2.426 -3.564
N 0.968 -5.046 0.934
C 1.724 -4.671 -0.105
O 1.688 -3.543 -0.578
C 2.596 -5.767 -0.667
I 1.326 -7.066 -1.848
H 0.373 -4.362 1.377
H 1.001 -5.984 1.298
H 3.031 -6.381 0.117
H 3.370 -5.378 -1.322
C 1.405 -3.072 4.359
C 0.945 -2.559 3.112
N 0.551 -2.172 2.107
H 2.257 -3.734 4.195
H 0.601 -3.621 4.854
H 1.714 -2.239 4.991